Entry 1
DFT (ωB97M-V/def2-TZVPD) results for a gas-phase ion, C4H14N2O (charge +2).

The HOMO-LUMO gap comes out at 11.85 eV. The molecular weight is 106.2 g mol⁻¹. The calculation puts the lowest unoccupied orbital energy at -6.79 eV. The value obtained for the HOMO energy is -0.6850 Ha. As for the structure (SMILES): [NH3+]CC[C@H]([NH3+])CO.

Structure (ORCA input):
```
! wB97M-V def2-TZVPD RIJCOSX def2/J DEFGRID3
* xyz 2 1
N 1.6824 2.2344 -0.9522
C 0.5319 1.1093 -0.7574
C 0.3595 0.4814 0.6874
C -0.8855 -0.4377 0.6392
N -0.9252 -1.5305 1.7711
C -1.1546 -1.2439 -0.6878
O 0.1331 -1.6072 -1.1812
H 2.3961 1.8883 -1.5869
H 2.0742 2.3730 -0.0082
H 1.3230 3.1379 -1.2577
H -0.2607 1.8646 -0.6532
H 0.8182 0.4402 -1.5362
H 1.1200 -0.2688 1.0142
H 0.4649 1.2269 1.5004
H -1.7329 0.2253 0.8233
H -0.6868 -0.9622 2.6128
H -1.7068 -2.1724 1.8861
H -0.1054 -2.0888 1.5397
H -1.7282 -0.5674 -1.3340
H -1.7001 -2.1434 -0.4359
H -0.0171 -1.9589 -2.0834
*
```


Entry 2
DFT (ωB97M-V/def2-TZVPD) results for 2 unconnected molecules or ions with the total composition C4H14N2O.

The HOMO-LUMO gap comes out at 11.43 eV. The molecular weight is 106.2 g mol⁻¹. The calculation puts the lowest unoccupied orbital energy at -6.95 eV. The value obtained for the HOMO energy is -0.6755 Ha.

Structure (ORCA input):
```
! wB97M-V def2-TZVPD RIJCOSX def2/J DEFGRID3
* xyz 2 1
C 1.8987 -0.4789 0.1718
C 0.5143 -1.1155 -0.0331
C -0.3917 -0.2873 -0.9397
C -0.4393 -0.2763 -2.2559
N -1.4390 0.4922 -0.1537
N 2.5063 -1.1963 1.4130
H 2.3301 -0.5727 -0.8101
H 1.9573 0.5951 0.3847
H 0.6774 -2.0838 -0.5932
H 0.0794 -1.5376 0.8846
H -1.0076 0.4181 -2.8609
H 0.1361 -0.7693 -3.0406
H -2.0725 0.7956 -0.8833
H -1.1086 1.3650 0.4278
H -2.0032 0.0113 0.5821
H 3.5462 -1.0364 1.4112
H 2.0599 -0.7450 2.2348
H 2.4892 -2.2480 1.4447
H -2.9838 3.4761 0.4377
H -3.5991 2.6421 1.5130
O -3.1501 2.5514 0.6651
*
```


Q: Which of them is the most stable? A: entry 2.


Entry 1
DFT (ωB97M-V/def2-TZVPD) results for 5 unconnected molecules or ions with the total composition C2H13NO5.

The HOMO-LUMO gap comes out at 10.19 eV. The molecular weight is 131.1 g mol⁻¹. The calculation puts the lowest unoccupied orbital energy at 0.68 eV. The value obtained for the HOMO energy is -0.3493 Ha. As for the structure (SMILES): CNC=O.O.O.O.O.

Structure (ORCA input):
```
! wB97M-V def2-TZVPD RIJCOSX def2/J DEFGRID3
* xyz 0 1
C 0.4875 -1.8846 2.2274
N -0.2989 -0.9778 1.5509
C -0.6311 -1.1121 0.1731
O -0.3897 -2.1916 -0.4393
H 0.3940 -2.8540 1.6945
H 1.5830 -1.7310 2.0468
H 0.1636 -1.9485 3.3117
H -0.5707 -0.0707 1.9239
H -1.0904 -0.2288 -0.3185
O 0.1192 -1.3616 -2.9890
H 0.0048 -1.7153 -2.0586
H 0.9646 -1.7346 -3.2842
O 0.1073 1.3268 -2.5252
H -0.4132 1.6735 -3.2495
H 0.1426 0.3380 -2.6830
O 0.4877 2.6357 -0.2155
H 0.5688 3.5988 -0.3587
H 0.4132 1.9705 -0.9903
O -0.9108 1.7819 2.1037
H -0.4336 2.0779 1.2867
H -0.6978 2.4072 2.7930
*
```


Entry 2
DFT (ωB97M-V/def2-TZVPD) results for 5 unconnected molecules or ions with the total composition C2H13NO5.

The HOMO-LUMO gap comes out at 10.10 eV. The molecular weight is 131.1 g mol⁻¹. The calculation puts the lowest unoccupied orbital energy at 0.26 eV. The value obtained for the HOMO energy is -0.3618 Ha. As for the structure (SMILES): NCC=O.O.O.O.O.

Structure (ORCA input):
```
! wB97M-V def2-TZVPD RIJCOSX def2/J DEFGRID3
* xyz 0 1
N 0.7300 1.8933 0.2846
C 0.7711 0.6894 1.1187
C 2.1677 0.0088 0.8332
O 3.0090 -0.0628 1.6860
H -0.2088 2.2138 0.3081
H 1.4265 2.4136 0.5761
H -0.0725 0.0604 0.8265
H 0.8267 0.6277 2.2214
H 2.1929 -0.4654 -0.1155
O -2.4039 -1.2861 -1.9151
H -2.6851 -0.9314 -1.1373
H -1.5752 -0.9341 -1.8517
O 0.5163 -2.0650 1.4051
H 1.2316 -2.4011 1.9435
H 0.1588 -2.8980 1.1673
O -2.4290 0.7259 -0.1764
H -1.7709 0.9767 -0.8957
H -1.7873 0.4468 0.5368
O -0.3333 0.2643 -2.3655
H 0.1873 -0.4163 -2.1374
H 0.0483 1.1397 -2.3127
*
```


Q: Which of them is the most stable? A: entry 1.


Entry 1
DFT (ωB97M-V/def2-TZVPD) results for a gas-phase ion, C12H22N3 (charge +1).

The HOMO-LUMO gap comes out at 8.90 eV. The molecular weight is 208.3 g mol⁻¹. The calculation puts the lowest unoccupied orbital energy at -2.45 eV. The value obtained for the HOMO energy is -0.4170 Ha. As for the structure (SMILES): CC[N+](CC)(CC)NNc1ccccc1.

Structure (ORCA input):
```
! wB97M-V def2-TZVPD RIJCOSX def2/J DEFGRID3
* xyz 1 1
C -0.1768 -1.8519 0.6467
C 0.6365 -0.5605 1.1131
N 1.3258 0.2148 0.0127
C 2.0640 1.4246 0.5590
C 2.5747 2.5000 -0.4037
C 2.2399 -0.6324 -0.8518
C 3.1335 -1.7046 -0.1685
N 0.1682 0.6643 -0.9875
N -0.8903 1.2439 -0.3525
C -2.1237 0.5441 -0.2979
C -2.9942 1.1646 0.6110
C -4.1064 0.4437 0.9263
C -4.2854 -0.7470 0.2120
C -3.5587 -1.2823 -0.8131
C -2.3849 -0.5849 -1.0764
H -0.6637 -1.5604 -0.2175
H 0.4758 -2.6553 0.5120
H -1.0914 -1.9853 1.2516
H 1.4278 -0.9364 1.8474
H -0.0721 0.0823 1.5104
H 1.4065 1.9031 1.4319
H 2.9206 0.8597 1.2195
H 3.2320 2.1938 -1.2175
H 1.7792 3.1059 -0.8552
H 3.1703 3.0662 0.3592
H 1.5734 -1.2770 -1.6387
H 2.7497 0.0646 -1.5090
H 2.5957 -2.4679 0.4100
H 3.6668 -2.1658 -0.9722
H 3.7353 -1.2905 0.5051
H 0.6846 1.3158 -1.5774
H -0.9406 2.1792 -0.0525
H -2.7401 2.1399 1.0913
H -4.9000 0.9503 1.5282
H -5.0593 -1.3990 0.5642
H -3.8918 -2.0858 -1.3938
H -1.6811 -0.8738 -1.9267
*
```


Entry 2
DFT (ωB97M-V/def2-TZVPD) results for a gas-phase ion, C12H22N3 (charge +1).

The HOMO-LUMO gap comes out at 9.53 eV. The molecular weight is 208.3 g mol⁻¹. The calculation puts the lowest unoccupied orbital energy at -2.24 eV. The value obtained for the HOMO energy is -0.4325 Ha. As for the structure (SMILES): CC(C)N1CCCc2n1cc[n+]2C(C)C.

Structure (ORCA input):
```
! wB97M-V def2-TZVPD RIJCOSX def2/J DEFGRID3
* xyz 1 1
C -3.2397 1.4210 1.1364
C -2.8017 0.8230 -0.1884
C -3.9347 0.0319 -0.8639
N -1.7276 -0.0764 -0.0405
C -1.7955 -1.4267 0.4687
C -0.8024 -2.1869 -0.3366
C 0.6928 -1.8178 -0.0005
C 0.6553 -0.3621 -0.0012
N -0.4634 0.3849 -0.1706
C -0.0298 1.6463 -0.4406
C 1.3261 1.6930 -0.3275
N 1.7167 0.4159 0.0203
C 3.0689 -0.0208 0.1866
C 3.9286 0.8403 1.0863
C 3.7554 -0.3012 -1.0828
H -3.3696 0.6771 1.9675
H -2.4942 2.1049 1.4811
H -4.2043 1.8821 1.0801
H -2.3270 1.6503 -0.6884
H -4.6959 -0.3055 -0.0497
H -3.5540 -0.9588 -1.3957
H -4.4458 0.7804 -1.5097
H -2.7767 -1.7856 0.3277
H -1.4992 -1.4520 1.5340
H -0.8359 -1.9097 -1.4591
H -1.1774 -3.2712 -0.1380
H 1.2855 -2.2329 -0.7719
H 0.9158 -2.3123 0.9481
H -0.6880 2.4595 -0.4980
H 2.0383 2.4541 -0.4074
H 3.0588 -0.9447 0.7470
H 3.6404 1.8227 0.9685
H 4.9792 0.8005 0.7329
H 3.9965 0.6892 2.1108
H 4.1589 -1.3608 -1.1986
H 4.6111 0.3533 -1.2045
H 3.0348 -0.2050 -2.0222
*
```


Q: Which of them is the most stable? A: entry 2.


Entry 1
DFT (ωB97M-V/def2-TZVPD) results for a single C4H10NPS molecule.

The HOMO-LUMO gap (spin up / spin down) comes out at 7.77 / 7.77 eV. The molecular weight is 135.2 g mol⁻¹. The calculation puts the lowest unoccupied orbital energy (spin up / spin down) at -0.53 / -0.53 eV. The value obtained for the HOMO energy (spin up / spin down) is -0.3050 / -0.3051 Ha.

Structure (ORCA input):
```
! wB97M-V def2-TZVPD RIJCOSX def2/J DEFGRID3
* xyz 0 1
C 1.7647 0.1188 0.8522
C 0.8859 2.3246 0.3846
C -2.1044 -1.6194 0.5038
C 0.2395 -0.1062 -1.7097
N -0.7320 -1.2729 0.8227
P 0.1522 -0.1835 0.1237
S -0.7723 1.8011 0.6294
H 2.4510 -0.4957 0.3512
H 1.7341 -0.1726 1.9351
H 1.2848 2.9271 1.1604
H 1.3092 2.3393 -0.5437
H -2.2801 -2.0234 -0.5242
H -2.5559 -0.6213 0.7133
H -2.3267 -2.4713 1.3429
H 0.5593 0.9780 -2.0890
H 1.0098 -0.8337 -1.9693
H -0.6192 -0.6890 -1.9833
*
```


Entry 2
DFT (ωB97M-V/def2-TZVPD) results for 2 unconnected molecules or ions with the total composition C4H10NPS.

The HOMO-LUMO gap comes out at 7.64 eV. The molecular weight is 135.2 g mol⁻¹. The calculation puts the lowest unoccupied orbital energy at -0.54 eV. The value obtained for the HOMO energy is -0.3006 Ha. As for the structure (SMILES): CC(C)=N.CP=S.

Structure (ORCA input):
```
! wB97M-V def2-TZVPD RIJCOSX def2/J DEFGRID3
* xyz 0 1
C 0.1855 -1.7227 0.1044
C 0.8034 -0.4153 0.6339
C 2.2659 -0.3087 0.4037
N -0.0778 0.4751 0.8187
H -0.0616 -1.5592 -1.0217
H -0.6573 -2.1428 0.7459
H 0.8407 -2.6337 0.1227
H 2.3652 -0.1857 -0.6712
H 2.6707 -1.3383 0.5622
H 2.6692 0.4949 0.8512
H 0.3572 1.3595 1.0709
C -2.8894 1.5551 -0.8100
P -3.2034 0.5284 0.7233
S -3.5985 -1.1063 -0.2271
H -1.8050 1.4662 -1.1104
H -3.5422 1.2963 -1.5319
H -2.8890 2.6702 -0.5842
*
```


Q: Which of them is the most stable? A: entry 2.